(1)
Below is a 2-piece molecular cluster, C11H29B3N2O3 overall, with properties calculated with the ωB97M-V functional and the def2-TZVPD basis.

Last columns: bonded neighbours and bond lengths (Å).
Geometry (Å):
1 C 2.570 -3.102 0.951  C2 1.530, H13 1.092, H14 1.094, H15 1.092
2 C 2.147 -2.327 -0.298  C1 1.530, C3 1.529, C4 1.534, H16 1.097
3 C 3.163 -1.233 -0.627  C2 1.529, H17 1.094, H18 1.092, H19 1.092
4 C 0.721 -1.779 -0.154  C2 1.534, C5 1.537, H20 1.096, H21 1.093
5 C -0.361 -2.856 -0.331  C4 1.537, B6 1.561, H22 1.098, H23 1.094
6 B -1.801 -2.283 -0.513  C5 1.561, O7 1.396, O12 1.385
7 O -2.290 -1.302 0.351  B6 1.396, B8 1.381
8 B -3.650 -1.217 0.571  O7 1.381, O9 1.376, H24 1.187
9 O -4.506 -1.880 -0.278  B8 1.376, B10 1.386
10 B -3.990 -2.935 -1.014  O9 1.386, N11 1.454, O12 1.391
11 N -4.754 -4.159 -1.192  B10 1.454, H25 1.014, H26 1.013
12 O -2.686 -2.759 -1.467  B6 1.385, B10 1.391
13 H 3.642 -3.311 0.939  C1 1.092
14 H 2.351 -2.523 1.854  C1 1.094
15 H 2.050 -4.058 1.037  C1 1.092
16 H 2.133 -3.041 -1.130  C2 1.097
17 H 3.498 -0.719 0.279  C3 1.094
18 H 4.051 -1.657 -1.100  C3 1.092
19 H 2.750 -0.486 -1.309  C3 1.092
20 H 0.612 -1.347 0.847  C4 1.096
21 H 0.566 -0.966 -0.868  C4 1.093
22 H -0.383 -3.494 0.562  C5 1.098
23 H -0.119 -3.508 -1.175  C5 1.094
24 H -4.070 -0.594 1.490  B8 1.187
25 H -4.299 -4.943 -0.738  N11 1.014
26 H -4.840 -4.433 -2.163  N11 1.013
27 C 1.503 5.030 0.608  C28 1.520, H34 1.091, H35 1.091, H36 1.090
28 C 0.428 4.198 -0.072  C27 1.520, N29 1.453, H37 1.094, H38 1.102
29 N 0.859 2.842 -0.371  C28 1.453, C30 1.454, C32 1.456
30 C -0.051 2.129 -1.253  N29 1.454, C31 1.533, H39 1.093, H40 1.095
31 C -1.465 1.839 -0.737  C30 1.533, H41 1.087, H42 1.093, H43 1.091
32 C 1.370 2.078 0.758  N29 1.456, C33 1.534, H44 1.092, H45 1.091
33 C 0.441 1.857 1.958  C32 1.534, H46 1.092, H47 1.092, H48 1.090
34 H 2.416 5.042 0.011  C27 1.091
35 H 1.154 6.056 0.728  C27 1.091
36 H 1.747 4.652 1.601  C27 1.090
37 H 0.172 4.662 -1.029  C28 1.094
38 H -0.488 4.236 0.539  C28 1.102
39 H 0.435 1.191 -1.534  C30 1.093
40 H -0.130 2.712 -2.176  C30 1.095
41 H -1.485 1.049 0.011  C31 1.087
42 H -2.100 1.521 -1.567  C31 1.093
43 H -1.917 2.733 -0.304  C31 1.091
44 H 2.280 2.569 1.110  C32 1.092
45 H 1.693 1.112 0.367  C32 1.091
46 H -0.091 2.772 2.227  C33 1.092
47 H 1.028 1.552 2.827  C33 1.092
48 H -0.300 1.080 1.774  C33 1.090

- HOMO energy (eV) = -8.06
- SMILES = CC(C)CCB1OBOB(N)O1.CCN(CC)CC
- total charge = 0
- electronic energy (a.u.) = -846.60596
- LUMO energy (eV) = 0.35

(2)
Below is a 2-piece molecular cluster, C6H10N2O overall, with properties calculated with the ωB97M-V functional and the def2-TZVPD basis.

Last columns: bonded neighbours and bond lengths (Å).
Geometry (Å):
1 C -0.032 0.236 -0.664  C2 1.512, C5 1.428, C6 1.625, N17 1.355
2 C 1.368 0.714 -0.976  C1 1.512, H9 1.053, H10 1.042, N18 1.564
3 C 1.089 -0.038 1.409  C6 1.467, H12 1.095, N18 1.534
4 C -0.930 -1.273 0.772  C6 1.601, H13 1.097, O19 1.337
5 C -1.112 -0.443 -1.306  C1 1.428, H14 1.206, H15 1.112, O19 1.614
6 C 0.565 -0.894 0.340  C1 1.625, C3 1.467, C4 1.601, H16 1.216
7 H -0.689 0.809 1.423  no bonds
8 H -1.806 1.190 -0.422  N17 1.216
9 H 1.367 1.650 -1.457  C2 1.053
10 H 2.082 0.036 -1.315  C2 1.042
11 H 2.580 1.840 0.845  N18 1.213
12 H 1.379 -0.323 2.425  C3 1.095
13 H -1.226 -1.517 1.800  C4 1.097
14 H -1.848 0.332 -1.865  C5 1.206
15 H -0.798 -1.218 -2.039  C5 1.112
16 H 1.081 -1.574 -0.527  C6 1.216
17 N -0.666 1.235 -0.004  C1 1.355, H8 1.216
18 N 1.773 0.999 0.508  C2 1.564, C3 1.534, H11 1.213
19 O -1.945 -0.835 0.019  C4 1.337, C5 1.614

- HOMO energy (eV) = -6.38
- total charge = 0
- energy relative to the best compared isomer or geometry (same formula, charge and spin) (kJ/mol) = 1123.6
- electronic energy (a.u.) = -418.95853
- LUMO energy (eV) = -0.08

(3)
Below is a 2-piece molecular cluster, C5H10NS overall, with properties calculated with the ωB97M-V functional and the def2-TZVPD basis.

Last columns: bonded neighbours and bond lengths (Å).
Geometry (Å):
1 C 0.170 -0.937 -1.624  C2 1.613, C5 1.405, H8 1.065, H9 1.043
2 C -0.132 -1.744 -0.261  C1 1.613, C5 1.420, H10 1.080, H11 1.066
3 C 1.042 1.946 1.131  C4 1.470, S7 1.803, H12 1.048, H13 1.098
4 C 0.030 0.887 1.265  C3 1.470, S7 1.810, H14 1.129
5 C -0.876 -0.632 -0.737  C1 1.405, C2 1.420, N6 1.320
6 N -2.059 -0.049 -0.787  C5 1.320, H15 0.994, H17 1.029
7 S 1.610 0.512 2.065  C3 1.803, C4 1.810, H16 1.348
8 H 1.182 -0.625 -1.734  C1 1.065
9 H -0.025 -1.537 -2.455  C1 1.043
10 H -0.534 -2.715 -0.511  C2 1.080
11 H 0.677 -1.692 0.431  C2 1.066
12 H 1.608 2.201 0.286  C3 1.048
13 H 1.039 2.855 1.746  C3 1.098
14 H -0.926 1.227 1.760  C4 1.129
15 H -2.094 0.713 -1.424  N6 0.994
16 H 2.024 -0.063 0.918  S7 1.348
17 H -2.736 -0.344 -0.069  N6 1.029

- HOMO energy (eV) = -11.76
- total charge = +1
- energy relative to the best compared isomer or geometry (same formula, charge and spin) (kJ/mol) = 601.8
- electronic energy (a.u.) = -648.99618
- LUMO energy (eV) = -3.99

(4)
Below is a 3-piece molecular cluster, C3H13NO3 overall, with properties calculated with the ωB97M-V functional and the def2-TZVPD basis.

Last columns: bonded neighbours and bond lengths (Å).
Geometry (Å):
1 C 1.302 0.046 1.889  C2 1.591, N5 1.387, H6 1.058, H7 1.125
2 C -0.085 0.002 1.111  C1 1.591, C3 1.505, H8 1.090, H9 1.148
3 C 0.425 0.726 -0.106  C2 1.505, O4 1.470, H10 1.148, H11 1.086
4 O -0.738 0.532 -0.983  C3 1.470, H12 0.932
5 N 1.605 -0.918 2.840  C1 1.387, H13 0.958, H14 0.987
6 H 2.106 0.028 1.202  C1 1.058
7 H 1.406 1.073 2.336  C1 1.125
8 H -0.395 -1.010 0.848  C2 1.090
9 H -0.825 0.516 1.822  C2 1.148
10 H 0.731 1.797 0.172  C3 1.148
11 H 1.298 0.194 -0.472  C3 1.086
12 H -0.615 0.948 -1.808  O4 0.932
13 H 1.113 -0.699 3.631  N5 0.958
14 H 1.721 -1.868 2.599  N5 0.987
15 H -2.609 1.649 0.316  O17 0.937
16 H -4.025 1.972 -0.163  O17 0.938
17 O -3.404 2.096 0.530  H15 0.937, H16 0.938
18 H 0.560 -2.182 -4.460  O20 1.011
19 H -0.106 -2.780 -5.834  O20 0.990
20 O 0.536 -2.120 -5.470  H18 1.011, H19 0.990

- HOMO energy (alpha / beta) (eV) = 0.97 / -6.09
- total charge = -1
- energy relative to the best compared isomer or geometry (same formula, charge and spin) (kJ/mol) = 131.6
- electronic energy (a.u.) = -402.47229
- spin multiplicity = 2
- LUMO energy (alpha / beta) (eV) = 3.52 / 3.44
- expectation value of S² = 0.75